Record 1
# C17H35GeN2NiO4Te4

C17H35GeN2NiO4Te4 as an isolated structure (ωB97M-V/def2-TZVPD, the OMol25 dataset).

Last column: Mulliken charge in e.
CARTESIAN COORDINATES (ANGSTROEM)
Ni1 1.171 0.322 -0.644  0.419
C1 -1.784 2.331 -0.466  -1.410
C2 -0.543 2.861 0.254  1.458
C3 -0.953 3.614 1.516  -1.908
C4 0.244 3.784 -0.670  -1.537
O1 0.306 1.768 0.578  0.160
Ge1 0.208 0.645 2.115  -0.623
O2 0.035 -0.705 0.768  0.949
C5 -0.568 -1.981 0.913  1.545
C6 -0.734 -2.571 -0.484  -1.278
C7 -1.943 -1.830 1.563  -1.766
C8 0.320 -2.881 1.771  -1.355
O3 2.083 0.478 2.120  -0.254
C9 2.870 0.539 3.311  1.516
C10 4.114 -0.311 3.073  -1.461
C11 2.123 -0.009 4.528  -1.746
C12 3.262 1.994 3.559  -1.437
H1 -2.461 3.145 -0.737  0.542
H2 -1.479 1.807 -1.373  -0.013
H3 -2.319 1.629 0.178  0.282
H4 -1.536 4.498 1.253  0.478
H5 -1.557 2.987 2.173  0.442
H6 -0.068 3.937 2.068  0.360
H7 -0.365 4.637 -0.978  0.412
H8 1.134 4.155 -0.158  0.349
H9 0.564 3.240 -1.561  0.209
H10 -1.381 -1.919 -1.076  -0.007
H11 0.233 -2.642 -0.985  0.134
H12 -1.185 -3.565 -0.435  0.574
H13 -2.554 -1.137 0.980  0.260
H14 -2.455 -2.793 1.610  0.450
H15 -1.856 -1.438 2.577  0.404
H16 1.304 -2.994 1.313  0.186
H17 0.453 -2.440 2.761  0.247
H18 -0.123 -3.872 1.894  0.438
H19 3.828 -1.348 2.887  0.333
H20 4.668 0.054 2.207  0.276
H21 4.774 -0.284 3.942  0.424
H22 1.782 -1.030 4.338  0.320
H23 2.787 -0.027 5.394  0.495
H24 1.256 0.603 4.777  0.417
H25 3.811 2.387 2.700  0.232
H26 2.367 2.603 3.703  0.272
H27 3.893 2.090 4.445  0.450
Te1 3.441 1.477 -0.367  0.007
Te2 4.670 1.445 -2.858  -0.169
Te3 4.189 -1.244 -3.118  -0.179
Te4 3.145 -1.327 -0.577  0.002
N1 0.315 0.220 -2.573  -0.458
C13 -0.584 -0.214 -3.158  0.276
N2 -1.605 -0.709 -3.815  0.015
C14 -2.898 -0.025 -3.849  -0.411
C15 -3.974 -1.000 -3.405  -0.510
O4 -3.929 -2.181 -4.186  -0.411
C16 -2.700 -2.864 -4.010  -0.391
C17 -1.536 -2.009 -4.482  -0.622
H28 -3.098 0.312 -4.871  0.270
H29 -2.859 0.842 -3.191  0.329
H30 -4.963 -0.566 -3.542  0.374
H31 -3.835 -1.246 -2.344  0.279
H32 -2.760 -3.780 -4.596  0.355
H33 -2.565 -3.125 -2.953  0.241
H34 -1.597 -1.859 -5.564  0.337
H35 -0.583 -2.478 -4.243  0.427

**LUMO level (spin up / spin down)**: -1.342 / -1.387 eV
**Multiplicity**: 2
**⟨S²⟩**: 0.916
**Relative energy (zero: lowest compared OMol25 entry of this formula, charge and spin)**: 0.339 eV
**HOMO energy (spin up / spin down)**: -6.500 / -6.708 eV

=====

Record 2
# C17H35N3O7S2

A 4-piece molecular cluster, C17H35N3O7S2 overall in a non-equilibrium geometry (ωB97M-V/def2-TZVPD, the OMol25 dataset).

Last column: Mulliken charge in e.
CARTESIAN COORDINATES (ANGSTROEM)
C1 1.798 -2.933 3.990  -1.287
S1 0.777 -1.476 3.947  1.153
O1 0.708 -1.024 2.582  -0.463
O2 -0.497 -1.830 4.502  -0.702
C2 1.667 -0.259 5.026  -0.609
O3 0.826 -0.114 6.152  -0.414
C3 -0.077 0.922 5.833  0.313
O4 -1.276 0.834 5.943  -0.529
C4 0.821 2.017 5.317  -0.508
C5 1.797 1.177 4.473  -0.046
C6 1.917 1.435 2.977  -0.553
C7 2.533 2.834 2.727  -0.808
C8 1.558 3.701 1.938  -0.606
S2 1.968 5.472 2.034  -0.226
H1 1.334 -3.683 3.371  0.382
H2 2.785 -2.692 3.619  0.372
H3 1.896 -3.238 5.024  0.426
H4 2.625 -0.713 5.237  0.653
H5 1.398 2.304 6.184  0.313
H6 0.374 2.866 4.831  0.391
H7 2.772 1.490 4.840  0.442
H8 0.947 1.374 2.508  0.318
H9 2.556 0.693 2.523  0.452
H10 2.711 3.299 3.688  0.457
H11 3.476 2.740 2.206  0.445
H12 0.574 3.552 2.356  0.383
H13 1.539 3.371 0.910  0.142
H14 0.941 5.904 2.772  0.123
C9 -4.574 -1.850 1.731  -0.819
N1 -3.881 -2.459 0.611  -0.131
C10 -2.583 -2.287 0.233  0.583
C11 -1.741 -1.350 1.061  -1.155
O5 -2.144 -2.881 -0.740  -0.692
H15 -4.944 -2.626 2.404  0.276
H16 -5.428 -1.273 1.368  0.283
H17 -3.914 -1.193 2.285  0.322
H18 -4.392 -3.095 0.021  0.246
H19 -0.742 -1.312 0.649  0.193
H20 -2.164 -0.343 1.042  0.352
H21 -1.681 -1.697 2.089  0.544
C12 1.163 0.853 -3.601  -0.898
N2 1.333 0.893 -2.156  -0.120
C13 0.376 0.821 -1.200  0.721
C14 -1.054 0.680 -1.660  -1.299
O6 0.673 0.866 -0.013  -0.554
H22 1.715 0.008 -4.008  0.322
H23 1.559 1.775 -4.035  0.280
H24 0.122 0.749 -3.874  0.295
H25 2.265 0.981 -1.786  0.245
H26 -1.695 0.634 -0.785  0.127
H27 -1.348 1.537 -2.267  0.475
H28 -1.182 -0.236 -2.237  0.395
C15 0.282 -1.221 -9.073  -0.856
N3 0.499 -1.158 -7.639  -0.168
C16 -0.424 -1.217 -6.643  0.801
C17 -1.872 -1.366 -7.043  -1.338
O7 -0.080 -1.151 -5.474  -0.612
H29 0.822 -2.072 -9.491  0.289
H30 0.656 -0.310 -9.543  0.283
H31 -0.772 -1.327 -9.302  0.328
H32 1.444 -1.060 -7.304  0.229
H33 -2.477 -1.398 -6.144  0.281
H34 -2.192 -0.520 -7.652  0.373
H35 -2.023 -2.291 -7.600  0.385

**LUMO level**: 0.367 eV
**SMILES**: CS(=O)(=O)[C@@H]1OC(=O)C[C@@H]1CCCS.CNC(C)=O.CNC(C)=O.CNC(C)=O
**HOMO energy**: -8.857 eV

=====

Record 3
# C17H35N4O10

An isolated ion of composition C17H35N4O10 and charge +1 (ωB97M-V/def2-TZVPD, the OMol25 dataset).

Last column: Mulliken charge in e.
CARTESIAN COORDINATES (ANGSTROEM)
N1 3.078 -2.041 -2.162  -0.535
C1 4.105 -1.034 -1.849  -1.233
C2 3.533 -0.102 -0.788  0.779
O1 2.309 0.424 -1.286  -0.507
C3 1.569 1.069 -0.287  -0.032
O2 1.262 0.154 0.746  -0.412
C4 0.567 -1.005 0.312  -0.396
C5 -0.928 -0.861 0.636  -0.388
O3 -1.435 0.126 -0.251  -0.442
C6 -2.255 1.115 0.311  0.399
O4 -3.469 0.576 0.772  -0.717
C7 -4.519 0.873 -0.158  0.172
C8 -4.651 -0.208 -1.246  -0.563
O5 -5.227 -1.393 -0.780  -0.600
C9 -4.127 2.243 -0.727  0.044
O6 -4.409 3.295 0.160  -0.649
C10 -2.586 2.139 -0.806  -0.527
O7 -1.928 3.346 -0.676  -0.574
C11 -1.714 -2.169 0.415  0.287
O8 -2.961 -2.111 1.053  -0.829
C12 -0.985 -3.429 0.930  0.079
N2 -0.532 -4.277 -0.189  -0.557
C13 0.231 -3.057 1.783  -1.624
C14 1.226 -2.237 0.965  -0.804
N3 1.799 -3.122 -0.084  0.059
C15 2.331 2.261 0.313  -0.455
N4 1.544 2.857 1.366  -0.637
C16 3.747 1.821 0.754  -0.211
O9 4.529 2.906 1.183  -0.611
C17 4.459 1.038 -0.368  -0.143
O10 5.668 0.492 0.087  -0.578
H1 2.338 -1.567 -2.677  0.269
H2 3.471 -2.751 -2.774  0.275
H3 4.991 -1.521 -1.442  0.407
H4 4.392 -0.453 -2.730  0.407
H5 3.335 -0.694 0.116  -0.052
H6 0.651 1.424 -0.772  0.417
H7 0.644 -1.075 -0.779  0.459
H8 -1.044 -0.526 1.674  0.584
H9 -1.749 1.592 1.163  0.318
H10 -5.440 0.910 0.432  0.413
H11 -5.321 0.159 -2.027  0.407
H12 -3.660 -0.389 -1.689  0.174
H13 -4.657 -1.807 -0.115  0.453
H14 -4.573 2.425 -1.711  0.461
H15 -5.361 3.429 0.220  0.373
H16 -2.276 1.700 -1.759  0.417
H17 -2.422 3.891 -0.045  0.351
H18 -1.859 -2.258 -0.677  0.203
H19 -3.240 -1.174 1.121  0.413
H20 -1.719 -3.952 1.557  0.398
H21 -1.235 -4.300 -0.922  0.214
H22 -0.419 -5.234 0.136  0.305
H23 -0.099 -2.485 2.648  0.541
H24 0.714 -3.963 2.152  0.573
H25 2.026 -1.868 1.614  0.545
H26 2.342 -2.618 -0.916  0.141
H27 2.443 -3.789 0.341  0.455
H28 0.928 -3.668 -0.428  0.728
H29 2.438 3.004 -0.490  0.503
H30 1.323 2.160 2.068  0.214
H31 2.071 3.599 1.813  0.335
H32 3.666 1.168 1.632  0.159
H33 4.547 3.586 0.497  0.440
H34 4.632 1.707 -1.229  0.499
H35 6.109 1.160 0.629  0.410

**LUMO level**: -2.302 eV
**SMILES**: NC[C@@H]1O[C@@H](O[C@@H]2[C@@H](O[C@@H]3O[C@H](CO)[C@@H](O)[C@H]3O)[C@H](O)[C@@H](N)C[C@H]2[NH3+])[C@@H](N)[C@H](O)[C@H]1O
**Relative energy (zero: lowest compared OMol25 entry of this formula, charge and spin)**: 0.562 eV
**HOMO energy**: -11.716 eV
**Total charge**: +1